Molecular formula: C20H45Br12O3PSi2
Method: DFT, ωB97M-V/def2-TZVPD

```
! wB97M-V def2-TZVPD RIJCOSX def2/J DEFGRID3
* xyz 0 1
C -5.4763 -0.1501 1.9250
Si -5.3942 -1.1336 0.2930
C -7.0326 -2.0300 0.0229
C -5.0259 0.1444 -1.0549
O -4.1040 -2.2092 0.4550
C -2.8138 -1.5889 0.4651
C -1.7754 -2.6693 0.8556
Si -0.6403 -2.2076 2.2879
C -1.5160 -1.5285 3.8146
C -1.8083 0.0181 3.6419
C -0.7721 0.8012 2.7967
O -0.9389 0.8890 4.2906
P 0.3091 -4.1435 2.9517
O -0.7889 -5.1111 3.2810
H -4.5559 0.4425 1.9751
H -6.3084 0.5600 1.9103
H -5.5586 -0.8851 2.7309
H -7.5433 -1.6797 -0.8790
H -6.9052 -3.1177 -0.0031
H -7.7021 -1.8334 0.8696
H -4.8885 -0.3687 -2.0123
H -5.8117 0.9044 -1.0738
H -4.0881 0.6493 -0.7913
H -2.7764 -0.6831 1.0863
H -2.5972 -1.3099 -0.5762
H -2.2678 -3.6172 1.0973
H -1.1268 -2.8623 -0.0121
H 0.4708 -1.3801 1.7885
H -2.5358 -1.9073 3.9355
H -0.9222 -1.5956 4.7301
H -2.8449 0.3180 3.5314
H -1.1574 1.7045 2.3339
H 0.2771 0.5652 2.8989
H 0.9704 -3.8331 4.1783
H 1.2238 -4.6245 1.9799
Br 3.1530 -2.6297 -0.0553
C 2.9828 -1.0899 -1.2367
C 1.5633 -0.5881 -1.2932
Br 0.4444 -1.7379 -2.3910
H 3.3695 -1.3949 -2.2046
H 3.6340 -0.3277 -0.8115
H 1.5286 0.3889 -1.7702
H 1.0883 -0.5294 -0.3177
Br 2.7801 0.5555 -4.4865
C 1.5340 -0.1835 -5.7884
C 2.0933 -1.4177 -6.4420
Br 3.4418 -0.9715 -7.7720
H 1.3080 0.6097 -6.4945
H 0.6384 -0.4254 -5.2185
H 1.3142 -1.9446 -6.9899
H 2.5615 -2.0970 -5.7351
Br 4.5911 2.9240 -1.8133
C 4.5910 4.4932 -2.9761
C 4.1064 4.1470 -4.3574
Br 5.4620 3.1980 -5.3747
H 5.5995 4.8940 -2.9606
H 3.9143 5.2037 -2.5031
H 3.8962 5.0504 -4.9268
H 3.2236 3.5131 -4.3476
Br -0.1737 6.1304 -1.8337
C 0.4428 5.3687 -0.1517
C 1.1299 4.0477 -0.3679
Br -0.1533 2.6205 -0.7068
H -0.4220 5.2978 0.5007
H 1.1415 6.0985 0.2528
H 1.6642 3.7430 0.5300
H 1.8171 4.0571 -1.2081
Br -3.2496 3.9181 6.9834
C -1.7805 2.6496 7.1495
C -1.6522 2.1375 8.5587
Br -0.8270 3.4575 9.7287
H -0.8871 3.1531 6.7953
H -2.0277 1.8385 6.4682
H -0.9890 1.2752 8.5896
H -2.6073 1.8752 9.0031
Br 3.4044 -4.0206 -4.1820
C 5.0133 -4.4829 -3.1884
C 6.1210 -3.4963 -3.4447
Br 6.9443 -3.7821 -5.1843
H 5.2741 -5.4996 -3.4655
H 4.7162 -4.4591 -2.1410
H 6.9236 -3.6310 -2.7222
H 5.7835 -2.4640 -3.4214
*
```

The calculation puts the orbital gap at 9.127 eV. The calculation puts the largest force on an atom at 3.6 eV Å⁻¹. The total energy comes out at -32823.28134 hartree.

Molecular formula: C33H46NP3Pd
Method: DFT, ωB97M-V/def2-TZVPD

```
! wB97M-V def2-TZVPD RIJCOSX def2/J DEFGRID3
* xyz 0 3
P -0.1697 -2.1038 -4.2099
P -0.1236 1.3704 -4.5257
C -0.4443 -1.1388 -5.7675
C 0.3160 0.1953 -5.8609
H -1.5348 -0.9579 -5.8325
H -0.1372 -1.8148 -6.5817
H 1.4056 0.0226 -5.8182
H 0.0639 0.7117 -6.8008
C -1.6442 2.2544 -5.0006
H -1.9136 2.9359 -4.1815
H -2.4940 1.5782 -5.1903
H -1.4255 2.8458 -5.8987
C 1.2444 2.5385 -4.7534
H 0.9906 3.1452 -5.6342
H 2.1973 2.0163 -4.9290
H 1.3337 3.1912 -3.8756
C -1.2845 -3.4764 -4.5601
H -1.2650 -4.1870 -3.7276
H -0.8992 -3.9477 -5.4744
H -2.3069 -3.1012 -4.7203
C 1.4784 -2.8572 -4.3269
H 2.2938 -2.1265 -4.3919
H 1.4687 -3.4938 -5.2170
H 1.6134 -3.4833 -3.4366
Pd -0.1081 -1.1280 0.4258
C 0.5354 1.8233 -1.0403
C -0.7027 1.2852 -0.8188
C -1.7192 0.7355 -1.7700
C -1.7569 -0.7824 -2.0806
C -0.5689 -1.6178 -1.6537
C 0.7972 -1.2687 -1.8299
C 1.2703 -0.0413 -2.4903
C 1.7253 1.0481 -1.5009
C 0.1750 -2.7615 1.3837
H 0.7983 2.7754 -0.5802
H -1.1508 1.4276 0.1949
H -1.6380 1.2885 -2.7204
H -2.7199 1.0014 -1.3798
H -2.6173 -1.2253 -1.5616
H -1.9653 -0.9146 -3.1625
H -0.7518 -2.6843 -1.4493
H 1.5442 -2.0028 -1.5096
H 0.3454 0.3570 -3.0491
H 2.0717 -0.2406 -3.2276
H 2.3025 0.5605 -0.6882
H 2.4170 1.7249 -2.0264
H 1.1382 -2.6464 1.9038
H 0.1819 -3.5330 0.5993
H -0.6625 -2.8439 2.0884
N 0.1680 0.4222 1.6350
P 0.1308 0.4471 3.2427
C -1.3385 -0.4499 3.7788
C -1.4562 -0.8737 5.1160
C -2.6650 -1.4252 5.5483
C -3.7341 -1.5745 4.6498
C -3.6001 -1.2024 3.3059
C -2.4007 -0.6156 2.8827
C 1.7188 -0.2003 3.7630
C 2.0605 -0.3093 5.1207
C 3.3025 -0.8329 5.4702
C 4.2111 -1.2115 4.4690
C 3.8816 -1.0831 3.1224
C 2.6441 -0.5497 2.7640
C -0.0522 2.1179 3.9431
C 1.0323 2.7852 4.5549
C 0.8429 4.0456 5.1284
C -0.4083 4.6600 5.0685
C -1.5055 3.9859 4.4935
C -1.3195 2.7182 3.9345
H -0.6125 -0.7573 5.7928
H -2.7678 -1.7408 6.5871
H -4.6808 -1.9857 5.0052
H -4.4203 -1.3640 2.5984
H -2.3073 -0.3086 1.8307
H 1.3596 0.0321 5.8882
H 3.5547 -0.9472 6.5231
H 5.1814 -1.6120 4.7578
H 4.5785 -1.4013 2.3408
H 2.3999 -0.4120 1.7073
H 2.0167 2.3145 4.5901
H 1.6819 4.5583 5.6005
H -0.5411 5.6617 5.4674
H -2.4824 4.4593 4.4731
H -2.1771 2.1952 3.5045
*
```

The calculation puts the orbital gap (alpha / beta) at 5.482 / 5.630 eV. The calculation puts the largest force on an atom at 4.1 eV Å⁻¹. The energy above the lowest of the compared OMol25 structures with the same formula, charge and spin is 269.1 kJ/mol. The total energy comes out at -2491.39219 hartree. As for the expectation value of S²: 2.059.

Molecular formula: C24H68N6O7
Method: DFT, ωB97M-V/def2-TZVPD

```
! wB97M-V def2-TZVPD RIJCOSX def2/J DEFGRID3
* xyz 0 1
C -10.9445 -6.6853 16.3510
C -11.5287 -7.7730 15.3844
C -10.9514 -7.5066 13.9204
O -11.4649 -6.3240 13.3370
C -11.2128 -6.1993 11.9619
N -11.0544 -9.0162 16.0029
H -11.3691 -6.6290 17.3533
H -11.1373 -5.7328 15.8574
H -9.8581 -6.5965 16.3596
H -12.6130 -7.7505 15.4934
H -11.0140 -8.3431 13.2244
H -9.8695 -7.5985 14.0166
H -10.1951 -6.5408 11.7727
H -11.5307 -5.3324 11.3827
H -11.8010 -6.8661 11.3314
H -11.7214 -9.1182 16.7545
H -10.1666 -8.8468 16.4537
C -7.4810 -4.4091 10.6095
C -8.2722 -5.4658 9.8498
C -7.3628 -6.2500 8.7882
O -8.1797 -6.9244 7.8368
C -7.4790 -7.8159 6.9726
N -8.8559 -6.3328 10.7779
H -7.1267 -3.6002 9.9706
H -6.5884 -4.7042 11.1612
H -8.2278 -3.9484 11.2561
H -9.0881 -5.0529 9.2566
H -6.5849 -6.8294 9.2855
H -6.6692 -5.5868 8.2712
H -6.8112 -7.2269 6.3440
H -8.1375 -8.4096 6.3385
H -6.9729 -8.5046 7.6491
H -9.0074 -7.1293 10.1756
H -8.2943 -6.7953 11.4785
C -10.7066 -8.2442 7.0049
C -10.9952 -6.7627 7.4647
C -11.1325 -6.5810 9.0064
O -12.3804 -7.2365 9.1090
C -12.7967 -7.6764 10.3537
N -9.8933 -6.0101 6.9261
H -11.6222 -8.8310 7.0779
H -9.8589 -8.7783 7.4343
H -10.4994 -8.1573 5.9383
H -11.9212 -6.4303 6.9955
H -11.2972 -5.5311 9.2489
H -10.3445 -7.1042 9.5481
H -12.9829 -6.8722 11.0654
H -12.2363 -8.4759 10.8384
H -13.8302 -8.0143 10.2771
H -8.9870 -6.2114 7.3238
H -9.9981 -5.0450 7.2050
C -9.6605 -4.3633 6.0454
C -8.5565 -3.3729 6.2011
C -8.8271 -1.8338 6.5327
O -7.6582 -0.9877 6.4046
C -7.8984 0.3995 6.5441
N -7.6324 -3.7608 7.1896
H -10.3666 -4.2123 6.8620
H -9.3113 -5.3958 6.0566
H -10.0080 -4.2396 5.0197
H -8.0015 -3.4210 5.2642
H -9.4177 -1.7621 7.4461
H -9.4518 -1.6244 5.6644
H -8.2599 0.7323 7.5171
H -8.7909 0.6080 5.9541
H -7.0930 1.0025 6.1249
H -8.1745 -4.2769 7.8678
H -7.4807 -2.9135 7.7180
C -14.5232 -5.7550 5.4023
C -13.1323 -5.7584 6.0012
C -12.0759 -4.6765 5.4886
O -12.8353 -3.4241 5.4738
C -12.0070 -2.3197 5.0939
N -13.3120 -5.4849 7.3975
H -15.1273 -6.6534 5.5293
H -14.3619 -5.7884 4.3249
H -15.1087 -4.8520 5.5753
H -12.7753 -6.7670 5.7934
H -11.7006 -4.9319 4.4976
H -11.1660 -4.5820 6.0812
H -11.4536 -2.3694 4.1561
H -11.2903 -2.2661 5.9133
H -12.4197 -1.3129 5.0288
H -13.4909 -4.4932 7.4643
H -12.4041 -5.6167 7.8200
C -9.9759 -5.4382 3.7040
C -9.9089 -7.0190 3.9638
C -9.2411 -7.8767 2.9347
O -9.7189 -7.4526 1.7177
C -11.0939 -7.8043 1.3971
N -9.2081 -7.1888 5.2130
H -10.8088 -5.2616 3.0234
H -9.0922 -5.0585 3.1912
H -10.2090 -4.7780 4.5395
H -10.9088 -7.3921 4.1854
H -9.3703 -8.9480 3.0885
H -8.1706 -7.6877 3.0160
H -11.2005 -8.8652 1.1707
H -11.2066 -7.4313 0.3792
H -11.7336 -7.4936 2.2232
H -9.7732 -6.8044 5.9567
H -9.0024 -8.1457 5.4623
O -13.9253 -7.5007 7.5972
H -14.1597 -6.5728 7.5824
H -13.0712 -7.5257 8.0286
*
```

The calculation puts the orbital gap at 7.364 eV. The calculation puts the largest force on an atom at 13.9 eV Å⁻¹. The energy above the lowest of the compared OMol25 structures with the same formula, charge and spin is 3052.1 kJ/mol. The total energy comes out at -1809.17488 hartree.

Molecular formula: C4H7NO2
Method: DFT, ωB97M-V/def2-TZVPD

```
! wB97M-V def2-TZVPD RIJCOSX def2/J DEFGRID3
* xyz 0 1
C -1.9333 0.7493 -0.1390
C -1.7605 -0.7261 0.0782
O -1.1049 -1.4520 -0.6349
C 1.8626 -0.8025 -0.2410
C 1.3425 0.2884 0.5866
N 2.1439 0.6636 -0.4424
O 0.7311 0.7018 1.5352
H -1.6988 1.2885 0.7843
H -2.9791 0.9580 -0.3967
H -1.2802 1.0892 -0.9465
H -2.2918 -1.1450 0.9581
H 1.2680 -1.2589 -1.0267
H 2.6386 -1.4283 0.2003
H 3.0619 1.0739 -0.3157
*
```

The calculation puts the orbital gap at 10.712 eV. The calculation puts the largest force on an atom at 0.6 eV Å⁻¹. The energy above the lowest of the compared OMol25 structures with the same formula, charge and spin is 264.8 kJ/mol. The total energy comes out at -361.78001 hartree.

Molecular formula: C30H38F6INO2
Method: DFT, ωB97M-V/def2-TZVPD

```
! wB97M-V def2-TZVPD RIJCOSX def2/J DEFGRID3
* xyz 0 1
C 5.2518 -3.4723 1.8571
C 4.6392 -3.3612 0.3935
C 5.4614 -2.2930 -0.5060
C 3.0604 -3.1594 0.3305
C 2.4567 -2.1098 1.3636
C 1.9318 -0.7428 0.6819
N 2.4672 0.3596 1.5608
C 3.8282 0.7886 1.1349
C 3.7631 2.0626 0.1744
O 3.1513 1.7445 -1.0762
C 5.2837 2.5100 -0.0988
F 6.1569 1.4036 -0.1611
F 5.2982 3.1910 -1.3113
F 5.6722 3.3346 0.9664
C 0.3319 -0.6071 0.8115
I -0.4499 1.0841 -0.3638
O -0.3598 -1.7826 0.3467
C -1.7076 -1.7536 0.8543
C -2.8121 -1.7396 -0.3168
F -3.7904 -2.7320 -0.1394
F -3.5306 -0.5205 -0.2604
F -2.2197 -1.7736 -1.5721
H 4.7066 -4.1798 2.5495
H 6.3679 -3.6948 1.7669
H 5.1958 -2.4279 2.3279
H 4.8489 -4.3693 -0.1129
H 5.9814 -1.5639 0.2018
H 6.2745 -2.8099 -1.0992
H 4.7767 -1.6927 -1.1906
H 2.7808 -2.8503 -0.7366
H 2.5818 -4.1833 0.4930
H 1.5178 -2.5937 1.8095
H 3.1195 -1.8457 2.2372
H 2.2484 -0.6377 -0.4001
H 1.8429 1.1745 1.5401
H 4.3335 -0.0906 0.6328
H 4.4368 0.9997 2.0833
H 3.1635 2.8551 0.7227
H 3.4682 0.8670 -1.3742
H 0.1461 -0.4774 1.9356
H -1.9403 -0.8531 1.4990
H -1.9172 -2.6785 1.4928
C -7.2346 -4.4424 -3.9962
C -6.6268 -3.4952 -4.8132
C -5.4605 -2.8624 -4.3967
C -4.8960 -3.1839 -3.1665
C -5.5018 -4.1339 -2.3509
C -6.6734 -4.7602 -2.7636
H -8.1460 -4.9332 -4.3198
H -7.0631 -3.2492 -5.7752
H -4.9905 -2.1191 -5.0310
H -3.9848 -2.6941 -2.8445
H -5.0616 -4.3857 -1.3928
H -7.1486 -5.4968 -2.1252
C -7.6756 1.7445 -0.9772
C -8.8303 0.9931 -1.1689
C -8.7386 -0.3707 -1.4267
C -7.4917 -0.9854 -1.4832
C -6.3372 -0.2344 -1.2877
C -6.4284 1.1309 -1.0391
H -7.7472 2.8085 -0.7795
H -9.8027 1.4711 -1.1181
H -9.6388 -0.9551 -1.5827
H -7.4198 -2.0500 -1.6796
H -5.3688 -0.7128 -1.3304
H -5.5277 1.7168 -0.8923
C 4.2879 7.4857 4.2185
C 4.6940 8.2079 3.1016
C 5.0754 7.5411 1.9421
C 5.0415 6.1511 1.8961
C 4.6313 5.4284 3.0126
C 4.2588 6.0956 4.1749
H 3.9938 8.0059 5.1234
H 4.7142 9.2917 3.1350
H 5.3983 8.1044 1.0738
H 5.3340 5.6322 0.9915
H 4.6031 4.3449 2.9768
H 3.9445 5.5325 5.0466
*
```

The calculation puts the orbital gap at 9.203 eV. The calculation puts the largest force on an atom at 2.9 eV Å⁻¹. The energy above the lowest of the compared OMol25 structures with the same formula, charge and spin is 0.0 kJ/mol. The total energy comes out at -2267.97754 hartree.

Molecular formula: C6H11N4O
Method: DFT, ωB97M-V/def2-TZVPD

```
! wB97M-V def2-TZVPD RIJCOSX def2/J DEFGRID3
* xyz 1 1
C 2.8709 0.1893 0.7163
C 1.6161 -0.2341 1.1190
C -1.3290 1.5923 -0.2863
C -1.6205 0.9176 1.0813
C -0.5015 -0.6487 -0.1105
C -0.6637 -2.0270 -0.6545
N 2.8253 0.4413 -0.5890
N 1.6373 0.2458 -0.9922
N 0.8702 -0.2062 0.0568
N -0.9526 0.4937 -1.2097
O -1.1665 -0.4274 1.0058
H 3.8078 -0.0617 1.2615
H 1.2366 -0.6503 2.1608
H -2.0744 2.3622 -0.6085
H -0.4602 2.3193 -0.1624
H -1.0306 1.5450 1.8439
H -2.7119 0.8318 1.5113
H 0.0426 -2.7684 -0.1371
H -0.4003 -2.1899 -1.7643
H -1.7171 -2.3903 -0.5735
H -1.7351 0.1496 -1.7695
H 1.4565 0.5161 -1.8991
*
```

The calculation puts the orbital gap at 10.005 eV. The calculation puts the largest force on an atom at 5.3 eV Å⁻¹. The energy above the lowest of the compared OMol25 structures with the same formula, charge and spin is 217.5 kJ/mol. The total energy comes out at -529.14473 hartree.